Entry 1:
# C3H3NO2

A molecular structure, C3H3NO2 at a distorted geometry (wB97M-V/def2-TZVPD, OMol25).

Values from the calculation:
**ΔE to the lowest compared entry with this formula, charge and spin**: 4.8494 eV
**LUMO (spin up / spin down)**: -0.57 / -0.56 eV
**E_HOMO (spin up / spin down)**: -9.4 / -9.4 eV
**Total energy**: -8740.2817 eV
**Gap between HOMO and LUMO (spin up / spin down)**: 8.84 / 8.85 eV

Element x y z (Å)
1 C 0.840 -0.046 -1.116
2 O -0.260 0.552 -1.160
3 C -1.195 0.482 0.445
4 O -2.211 0.997 0.556
5 C -0.116 -0.421 1.313
6 N -0.354 -0.721 2.437
7 H 0.720 -0.571 0.527
8 H 0.928 -1.076 -1.487
9 H 1.767 0.509 -0.922


Entry 2:
# C3H3NO2

A single C3H3NO2 molecule at a distorted geometry (wB97M-V/def2-TZVPD, OMol25).

Values from the calculation:
**ΔE to the lowest compared entry with this formula, charge and spin**: 4.5493 eV
**LUMO**: 0.12 eV
**E_HOMO**: -9.0 eV
**Total energy**: -8740.5819 eV
**Gap between HOMO and LUMO**: 9.11 eV
**Structure (SMILES)**: O=C1CC=[N+]1[O-]

Element x y z (Å)
1 O -2.526 -1.816 -0.004
2 C -1.744 -0.958 -0.004
3 C -0.218 -0.560 -0.002
4 C -0.478 0.994 -0.027
5 N -1.796 0.800 -0.006
6 O -2.762 1.555 0.012
7 H 0.307 -0.966 -0.868
8 H 0.265 -0.920 0.910
9 H 0.096 1.889 -0.039


Entry 3:
# C3H3NO2

2 unconnected molecules or ions with the total composition C3H3NO2 at a distorted geometry (wB97M-V/def2-TZVPD, OMol25).

Values from the calculation:
**ΔE to the lowest compared entry with this formula, charge and spin**: 4.8108 eV
**LUMO**: -0.22 eV
**E_HOMO**: -9.4 eV
**Total energy**: -8740.3204 eV
**Gap between HOMO and LUMO**: 9.22 eV

Element x y z (Å)
1 O -0.614 -0.523 1.329
2 C -0.839 -0.709 0.052
3 C -1.971 -1.124 -0.667
4 O -0.123 -0.405 -0.917
5 C 1.752 1.643 -0.098
6 N 1.511 1.411 1.004
7 H 0.193 0.026 1.436
8 H -1.876 -2.161 -1.009
9 H 1.967 1.842 -1.129


Entry 4:
# C3H3NO2

A single C3H3NO2 molecule (wB97M-V/def2-TZVPD, OMol25).

Values from the calculation:
**ΔE to the lowest compared entry with this formula, charge and spin**: 1.9220 eV
**LUMO**: 0.28 eV
**E_HOMO**: -10.7 eV
**Total energy**: -8743.2092 eV
**Gap between HOMO and LUMO**: 10.94 eV
**Structure (SMILES)**: N#C[C@@H](O)C=O

Element x y z (Å)
1 N 1.986 -0.286 -1.528
2 C 1.181 -0.027 -0.742
3 C 0.194 0.219 0.323
4 O -0.395 1.494 0.342
5 C -0.885 -0.888 0.286
6 O -0.622 -2.052 0.182
7 H 0.757 0.105 1.259
8 H -0.296 1.941 -0.506
9 H -1.920 -0.506 0.384


Entry 5:
# C3H3NO2

A single C3H3NO2 molecule (wB97M-V/def2-TZVPD, OMol25).

Values from the calculation:
**ΔE to the lowest compared entry with this formula, charge and spin**: 0.7296 eV
**LUMO**: 0.82 eV
**E_HOMO**: -10.6 eV
**Total energy**: -8744.4015 eV
**Gap between HOMO and LUMO**: 11.41 eV
**Structure (SMILES)**: O=C1CN=CO1

Element x y z (Å)
1 O -1.506 1.586 0.437
2 C -0.628 0.812 0.221
3 C -0.676 -0.643 -0.148
4 N 0.713 -1.038 -0.342
5 C 1.375 0.004 -0.063
6 O 0.702 1.142 0.299
7 H -1.129 -1.186 0.686
8 H -1.301 -0.812 -1.028
9 H 2.449 0.135 -0.061


Entry 6:
# C3H3NO2

2 unconnected molecules or ions with the total composition C3H3NO2 at a distorted geometry (wB97M-V/def2-TZVPD, OMol25).

Values from the calculation:
**ΔE to the lowest compared entry with this formula, charge and spin**: 3.5123 eV
**LUMO**: -0.50 eV
**E_HOMO**: -9.7 eV
**Total energy**: -8741.6188 eV
**Gap between HOMO and LUMO**: 9.24 eV
**Structure (SMILES)**: N#CC(O)=C=O.[H][H]

Element x y z (Å)
1 N 2.238 -0.696 -0.135
2 C 1.257 -0.087 -0.247
3 C 0.063 0.674 -0.400
4 O 0.080 1.943 -0.950
5 C -1.104 0.237 0.083
6 O -2.145 -0.096 0.466
7 H -0.060 1.862 -1.904
8 H 0.104 -1.732 1.720
9 H -0.433 -2.105 1.367


Entry 7:
# C3H3NO2

2 unconnected molecules or ions with the total composition C3H3NO2 at a distorted geometry (wB97M-V/def2-TZVPD, OMol25).

Values from the calculation:
**ΔE to the lowest compared entry with this formula, charge and spin**: 2.3121 eV
**LUMO**: 0.52 eV
**E_HOMO**: -9.8 eV
**Total energy**: -8742.8191 eV
**Gap between HOMO and LUMO**: 10.30 eV

Element x y z (Å)
1 O -1.656 2.756 0.730
2 C -1.640 1.647 0.489
3 C -0.530 -1.392 -0.321
4 N 0.503 -0.697 -0.338
5 C 1.502 0.140 -0.020
6 O 1.350 1.316 0.261
7 H -0.961 -1.855 0.578
8 H -1.062 -1.567 -1.263
9 H 2.497 -0.322 -0.138


Entry 8:
# C3H3NO2

2 unconnected molecules or ions with the total composition C3H3NO2 at a distorted geometry (wB97M-V/def2-TZVPD, OMol25).

Values from the calculation:
**ΔE to the lowest compared entry with this formula, charge and spin**: 0.0602 eV
**LUMO (spin up / spin down)**: 0.79 / -3.56 eV
**E_HOMO (spin up / spin down)**: -6.4 / -11.2 eV
**Spin multiplicity**: 3
**Total energy**: -8739.6383 eV
**Gap between HOMO and LUMO (spin up / spin down)**: 7.23 / 7.65 eV

Element x y z (Å)
1 C -0.225 -0.583 -0.482
2 C -0.358 0.034 2.220
3 C 0.317 0.390 -1.368
4 N -0.742 0.811 1.380
5 O -0.043 -0.671 3.100
6 O -0.487 -1.705 -0.342
7 H 1.407 0.346 -1.162
8 H 0.043 1.279 -0.934
9 H 0.088 0.098 -2.412


Entry 9:
# C3H3NO2S

A single C3H3NO2S molecule at a distorted geometry (wB97M-V/def2-TZVPD, OMol25).

Values from the calculation:
**ΔE to the lowest compared entry with this formula, charge and spin**: 3.6818 eV
**LUMO**: -0.39 eV
**E_HOMO**: -9.3 eV
**Total energy**: -19577.0945 eV
**Gap between HOMO and LUMO**: 8.93 eV
**Structure (SMILES)**: O=C1CC(=S)ON1

Element x y z (Å)
1 O 0.202 1.124 -1.943
2 C 0.026 0.652 -0.858
3 C 0.827 0.345 0.410
4 C -0.081 -0.643 1.133
5 S 0.478 -1.811 2.154
6 O -1.297 -0.617 0.615
7 N -1.181 0.004 -0.753
8 H 1.704 0.026 -0.025
9 H 0.961 1.313 0.910
10 H -1.639 -0.393 -1.643


Entry 10:
# C3H3NO2S

2 unconnected molecules or ions with the total composition C3H3NO2S at a distorted geometry (wB97M-V/def2-TZVPD, OMol25).

Values from the calculation:
**ΔE to the lowest compared entry with this formula, charge and spin**: 3.1921 eV
**LUMO**: 0.65 eV
**E_HOMO**: -9.3 eV
**Total energy**: -19577.5842 eV
**Gap between HOMO and LUMO**: 9.96 eV
**Structure (SMILES)**: S[C@@H]1C=N1.O=C=O

Element x y z (Å)
1 S -0.003 -0.529 -1.402
2 C -0.199 -0.638 0.352
3 C -0.170 0.745 0.932
4 N 0.979 0.373 1.191
5 H 1.052 -1.466 -1.430
6 H -0.444 -1.486 0.882
7 H -0.801 1.467 1.231
8 O 3.106 -1.718 -0.342
9 C 3.437 -0.608 -0.573
10 O 3.815 0.414 -0.814


Entry 11:
# C3H3NO2S

2 unconnected molecules or ions with the total composition C3H3NO2S at a distorted geometry (wB97M-V/def2-TZVPD, OMol25).

Values from the calculation:
**ΔE to the lowest compared entry with this formula, charge and spin**: 7.3699 eV
**LUMO**: -0.58 eV
**E_HOMO**: -8.6 eV
**Total energy**: -19573.4064 eV
**Gap between HOMO and LUMO**: 8.06 eV

Element x y z (Å)
1 C -1.045 0.018 -0.115
2 C -0.589 -1.362 0.329
3 C -0.447 1.198 -0.157
4 N 1.599 0.680 -0.221
5 O 2.139 1.352 -1.046
6 O 0.151 -2.148 -0.204
7 S 1.938 -0.305 0.902
8 H -2.131 -0.042 -0.375
9 H -1.098 -1.645 1.231
10 H -0.517 2.252 -0.344


Entry 12:
# C3H3NO3

A single C3H3NO3 molecule at a distorted geometry (wB97M-V/def2-TZVPD, OMol25).

Values from the calculation:
**ΔE to the lowest compared entry with this formula, charge and spin**: 2.4685 eV
**LUMO**: -0.27 eV
**E_HOMO**: -10.2 eV
**Total energy**: -10790.2320 eV
**Gap between HOMO and LUMO**: 9.95 eV
**Structure (SMILES)**: [H]/N=C(/C=O)OC=O

Element x y z (Å)
1 H -0.768 0.888 -2.183
2 N -1.157 0.806 -1.262
3 C -0.440 0.311 -0.361
4 C -1.376 -0.333 0.674
5 O -2.483 -0.499 0.235
6 O 0.952 0.259 -0.456
7 C 1.732 -0.459 0.390
8 O 1.348 -1.109 1.318
9 H -1.126 -0.627 1.696
10 H 2.783 -0.348 0.077


Entry 13:
# C3H3NO3

A single C3H3NO3 molecule (wB97M-V/def2-TZVPD, OMol25).

Values from the calculation:
**ΔE to the lowest compared entry with this formula, charge and spin**: 3.7295 eV
**LUMO**: -0.02 eV
**E_HOMO**: -9.3 eV
**Total energy**: -10788.9711 eV
**Gap between HOMO and LUMO**: 9.28 eV

Element x y z (Å)
1 N -1.248 -1.329 1.132
2 C -0.515 -0.494 0.542
3 O 0.202 -0.861 -0.610
4 C 0.332 0.071 -1.577
5 O -0.147 1.170 -1.547
6 C -0.351 0.884 1.132
7 O 0.938 1.132 1.133
8 H -1.210 -2.236 0.662
9 H 0.932 -0.345 -2.397
10 H 1.066 2.008 1.531


Entry 14:
# C3H3NO3

A single C3H3NO3 molecule (wB97M-V/def2-TZVPD, OMol25).

Values from the calculation:
**ΔE to the lowest compared entry with this formula, charge and spin**: 1.5717 eV
**LUMO**: -0.43 eV
**E_HOMO**: -10.8 eV
**Total energy**: -10791.1289 eV
**Gap between HOMO and LUMO**: 10.34 eV
**Structure (SMILES)**: [H]/N=C(/C=O)OC=O

Element x y z (Å)
1 H -0.092 1.828 -1.244
2 N -0.845 1.400 -0.704
3 C -0.571 0.224 -0.356
4 C -1.584 -0.554 0.444
5 O -1.400 -1.675 0.835
6 O 0.570 -0.479 -0.717
7 C 1.660 -0.352 0.083
8 O 1.720 0.340 1.056
9 H -2.510 0.022 0.619
10 H 2.472 -0.964 -0.330


Entry 15:
# C3H3NO3

A single C3H3NO3 molecule at a distorted geometry (wB97M-V/def2-TZVPD, OMol25).

Values from the calculation:
**ΔE to the lowest compared entry with this formula, charge and spin**: 3.9282 eV
**LUMO**: 0.07 eV
**E_HOMO**: -9.4 eV
**Total energy**: -10788.7724 eV
**Gap between HOMO and LUMO**: 9.44 eV
**Structure (SMILES)**: O=c1cc(O)[nH]o1

Element x y z (Å)
1 O 0.110 0.805 2.633
2 C -0.074 0.414 1.503
3 C -0.547 -0.791 0.698
4 C -0.042 -0.475 -0.553
5 O -0.058 -1.068 -1.612
6 N 0.511 0.822 -0.743
7 O 0.552 1.220 0.580
8 H -1.218 -1.620 1.096
9 H 0.766 -0.880 -2.256
10 H -0.002 1.572 -1.345


Entry 16:
# C3H3NO3

A single C3H3NO3 molecule (wB97M-V/def2-TZVPD, OMol25).

Values from the calculation:
**ΔE to the lowest compared entry with this formula, charge and spin**: 1.7500 eV
**LUMO**: -0.23 eV
**E_HOMO**: -10.6 eV
**Total energy**: -10790.9506 eV
**Gap between HOMO and LUMO**: 10.33 eV
**Structure (SMILES)**: [H]/N=C(/C=O)OC=O

Element x y z (Å)
1 H 2.172 -0.028 -1.239
2 N 1.819 0.631 -0.543
3 C 0.718 0.250 -0.077
4 C 0.034 1.068 1.010
5 O 0.291 2.238 1.128
6 O 0.170 -0.973 -0.477
7 C -1.170 -1.172 -0.480
8 O -1.993 -0.394 -0.097
9 H -0.662 0.541 1.682
10 H -1.378 -2.162 -0.907


Entry 17:
# C3H3NO4

A single C3H3NO4 molecule at a distorted geometry (wB97M-V/def2-TZVPD, OMol25).

Values from the calculation:
**ΔE to the lowest compared entry with this formula, charge and spin**: 2.9869 eV
**LUMO**: 0.09 eV
**E_HOMO**: -9.8 eV
**Total energy**: -12837.3362 eV
**Gap between HOMO and LUMO**: 9.87 eV
**Structure (SMILES)**: O=C(O)C1=NOCO1

Element x y z (Å)
1 O -2.010 1.340 0.893
2 C -0.829 1.178 0.834
3 O -0.070 1.862 1.719
4 C 0.004 0.112 0.178
5 N 1.258 0.038 0.203
6 O 1.635 -0.961 -0.675
7 C 0.470 -1.468 -1.240
8 O -0.627 -0.675 -0.753
9 H -0.609 2.532 2.120
10 H 0.287 -2.512 -0.922
11 H 0.492 -1.446 -2.356


Entry 18:
# C3H3NO4

A single C3H3NO4 molecule at a distorted geometry (wB97M-V/def2-TZVPD, OMol25).

Values from the calculation:
**ΔE to the lowest compared entry with this formula, charge and spin**: 4.4937 eV
**LUMO**: -0.10 eV
**E_HOMO**: -10.3 eV
**Total energy**: -12835.8293 eV
**Gap between HOMO and LUMO**: 10.21 eV
**Structure (SMILES)**: O=C(O)C1=NOCO1

Element x y z (Å)
1 O -2.944 0.660 -0.305
2 C -1.874 0.053 -0.509
3 O -1.747 -1.099 -1.257
4 C -0.412 0.473 -0.003
5 N -0.034 1.502 0.602
6 O 1.315 1.367 1.101
7 C 1.618 -0.046 0.647
8 O 0.551 -0.512 -0.224
9 H -0.756 -1.203 -1.493
10 H 2.516 -0.364 -0.131
11 H 1.768 -0.831 1.572


Entry 19:
# C3H3NOS

A single C3H3NOS molecule at a distorted geometry (wB97M-V/def2-TZVPD, OMol25).

Values from the calculation:
**ΔE to the lowest compared entry with this formula, charge and spin**: 3.7763 eV
**LUMO**: -0.75 eV
**E_HOMO**: -8.7 eV
**Total energy**: -17528.1641 eV
**Gap between HOMO and LUMO**: 7.94 eV
**Structure (SMILES)**: [H]/N=C/C(=O)C=S

Element x y z (Å)
1 H -1.280 1.783 -0.039
2 N -0.863 0.863 0.039
3 C 0.303 0.585 -0.317
4 C 0.286 -1.136 -0.597
5 O -0.011 -1.320 -1.739
6 C 0.219 -2.739 0.324
7 S -0.195 -3.972 -0.571
8 H 1.039 1.272 -0.772
9 H 0.405 -2.705 1.289


Entry 20:
# C3H3NOS

A single C3H3NOS molecule at a distorted geometry (wB97M-V/def2-TZVPD, OMol25).

Values from the calculation:
**ΔE to the lowest compared entry with this formula, charge and spin**: 2.4209 eV
**LUMO**: -0.73 eV
**E_HOMO**: -9.5 eV
**Total energy**: -17529.5195 eV
**Gap between HOMO and LUMO**: 8.77 eV

Element x y z (Å)
1 C 0.070 -0.001 0.157
2 C -0.657 -1.217 0.077
3 C -0.708 1.207 -0.250
4 N -1.943 0.971 -0.460
5 O -3.334 -0.982 0.582
6 S -2.396 -0.676 -0.455
7 H 1.185 -0.062 0.439
8 H -0.296 -2.223 0.246
9 H -0.438 2.361 -0.255